1.
Molecular formula: C2H3BrFI
Method: DFT, ωB97M-V/def2-TZVPD

Structure (ORCA input):
```
! RIJCOSX wB97M-V def2-TZVPD def2/J DEFGRID3
* xyz 0 1
C -0.4297 -0.4328 -0.4475
C 0.4821 0.3819 0.3938
F 0.0446 1.7206 0.2384
Br 2.2381 0.2042 -0.1255
I -2.4958 -0.1835 0.0277
H -0.1673 -0.3300 -1.4284
H -0.1222 -1.7142 -0.1360
H 0.4502 0.3537 1.4775
*
```

## Properties
Maximum force, hartree/bohr: 0.1310
Kohn-Sham gap, eV: 9.98



2.
Molecular formula: C5H8N2
Method: DFT, ωB97M-V/def2-TZVPD

Structure (ORCA input):
```
! RIJCOSX wB97M-V def2-TZVPD def2/J DEFGRID3
* xyz 0 1
C 2.2688 -0.2023 -0.9605
N 1.0536 -0.1433 -0.1694
C -0.1417 0.3603 -0.5314
C -1.1075 -0.0193 0.3765
C -2.5159 0.4687 0.4882
C -0.5168 -0.8761 1.3412
N 0.7923 -0.9786 0.9368
H 2.1795 -0.8396 -1.8495
H 3.0712 -0.5936 -0.3337
H 2.5379 0.8102 -1.2788
H -0.2241 0.9573 -1.4342
H -2.7258 1.2832 -0.2111
H -2.6939 0.8353 1.5063
H -3.2239 -0.3457 0.3115
H 1.2463 -0.7166 1.8081
*
```

## Properties
Maximum force, hartree/bohr: 0.0243
Kohn-Sham gap, eV: 8.77



| no. | M (g mol⁻¹) | energy (Ha) |
| --- | --- | --- |
| 1 | 252.9 | -3049.53265 |
| 2 | 96.1 | -304.71771 |